Entry 1:
54
Properties=species:S:1:pos:R:3:forces:R:3 method="wB97M-V/def2-TZVPD" homo_ev="-5.2 / -5.5" relative_energy_kcal_mol=164.1 charge=0 s_squared=2.006 spin_multiplicity=3 total_energy_ha=-2237.054981 orbital_gap_ha="0.199 / 0.200"
P -1.500 1.405 -1.324 2.679 -0.918 -0.467
P -0.165 -2.099 -1.715 2.348 -1.171 -1.327
C -1.131 0.319 -2.724 -0.447 -0.430 -0.594
C -1.470 -1.199 -2.564 -0.858 -0.083 -0.961
H -0.067 0.455 -2.978 -0.411 0.116 0.385
H -1.716 0.746 -3.547 -0.054 -0.259 -0.141
H -2.415 -1.343 -2.005 0.382 -0.013 -0.301
H -1.614 -1.609 -3.578 -0.251 0.205 0.291
C 1.323 -2.230 -2.773 -0.403 -1.243 -1.393
H 2.184 -2.582 -2.180 -0.481 0.156 -0.066
H 1.580 -1.246 -3.189 -0.134 -0.222 0.222
H 1.207 -2.952 -3.604 0.157 0.311 0.037
C -0.514 -3.708 -0.965 -0.536 -1.036 -0.811
H -0.352 -4.554 -1.668 -0.220 0.301 0.428
H -1.559 -3.746 -0.618 0.346 -0.021 -0.030
H 0.157 -3.842 -0.101 -0.272 0.207 -0.346
C -1.159 3.044 -1.929 -0.505 0.433 -0.470
H -1.230 3.800 -1.142 0.010 -0.159 -0.029
H -1.922 3.233 -2.691 0.043 0.272 0.023
H -0.177 3.078 -2.405 -0.203 -0.129 0.177
C -3.220 1.276 -0.970 -0.979 0.255 -0.025
H -3.514 0.267 -0.685 0.060 0.041 0.045
H -3.725 1.548 -1.909 -0.067 -0.119 0.293
H -3.524 1.987 -0.197 0.067 -0.116 -0.032
Ti -0.893 2.072 2.535 -0.871 0.478 0.319
C 1.248 -1.955 1.565 -0.236 1.439 2.250
C 2.382 -1.429 1.091 0.801 -2.186 -0.781
C 2.513 -0.674 -0.201 0.875 0.846 -0.068
C 2.280 0.845 -0.158 1.386 0.440 -0.171
C 1.052 1.328 -0.780 -2.448 0.588 -0.452
C -0.238 0.988 -0.101 -0.077 0.607 0.644
C -0.397 -0.459 0.393 -0.119 0.908 0.627
C 0.085 -0.947 1.760 -0.711 -0.673 -0.486
C -1.816 1.442 4.264 -0.601 -0.672 0.194
H 1.246 -2.852 2.217 0.254 0.821 0.035
H 3.332 -1.832 1.484 -0.394 -0.291 -0.535
H 1.902 -1.094 -1.024 0.268 0.407 1.146
H 3.551 -0.871 -0.536 -0.313 0.239 0.191
H 2.399 1.245 0.870 0.354 -0.267 -0.382
H 3.043 1.300 -0.818 0.138 -0.092 0.700
H 1.092 2.391 -1.094 0.200 -0.618 0.477
H -0.637 1.784 0.724 0.190 -0.369 -0.882
H 0.168 -1.110 -0.384 -0.998 1.885 1.829
H -1.440 -0.807 0.279 0.060 0.202 -0.061
H 0.367 -0.106 2.437 0.171 -0.935 -0.405
H -0.760 -1.471 2.236 0.290 0.216 0.071
H -1.617 0.323 4.156 -0.372 1.135 0.490
H -2.896 1.658 4.154 0.173 -0.322 0.421
H -1.413 1.876 5.200 -0.279 -0.473 -0.444
C 2.053 1.650 3.441 -0.779 -0.100 0.827
O 0.812 2.054 2.906 2.487 0.121 0.110
H 1.867 1.016 4.335 0.154 0.155 -0.441
H 2.615 2.517 3.798 0.092 0.010 -0.251
H 2.626 1.073 2.713 0.034 0.124 0.117


Entry 2:
54
Properties=species:S:1:pos:R:3:forces:R:3 method="wB97M-V/def2-TZVPD" homo_ev="-12.9 / -13.6" relative_energy_kcal_mol=103.2 charge=+2 s_squared=2.018 spin_multiplicity=3 total_energy_ha=-1454.119227 orbital_gap_ha="0.141 / 0.172"
P 0.055 -3.252 -1.580 -0.630 -0.085 -2.756
P -0.014 -0.080 -1.661 0.124 2.022 -3.118
C -0.695 -2.418 -3.056 0.823 -0.222 0.010
C 0.120 -1.135 -3.198 0.200 -0.191 0.697
H -1.772 -2.211 -2.897 0.548 -0.190 -0.127
H -0.535 -3.096 -3.908 -0.405 0.229 0.108
H 1.211 -1.322 -3.191 -0.400 -0.248 -0.664
H -0.177 -0.525 -4.064 0.322 -0.426 0.297
C -1.315 1.074 -2.352 -1.492 -0.292 0.755
H -1.103 2.097 -2.016 -0.324 -0.569 0.031
H -2.319 0.789 -2.052 -0.285 0.143 -0.099
H -1.246 1.058 -3.447 0.043 -0.163 0.388
C 1.125 1.270 -2.500 1.704 0.187 0.812
H 1.128 1.158 -3.591 -0.371 -0.560 0.286
H 2.181 1.284 -2.210 -0.194 -0.265 0.163
H 0.726 2.277 -2.282 0.263 -0.769 0.188
C -1.418 -4.113 -0.857 0.245 -0.575 -1.008
H -1.605 -3.795 0.202 -0.655 -0.845 -0.378
H -1.148 -5.186 -0.938 -0.307 0.461 0.777
H -2.341 -3.954 -1.447 0.499 0.121 0.441
C 1.371 -4.283 -2.148 0.239 -0.412 0.179
H 2.299 -3.724 -2.007 0.022 -0.163 -0.127
H 1.200 -4.521 -3.191 0.191 -0.165 -0.175
H 1.403 -5.196 -1.550 0.174 0.002 -0.061
W -0.373 -2.118 0.267 -1.025 4.441 3.902
C 0.042 3.246 3.445 -0.376 0.028 -0.005
C -1.010 3.822 2.843 0.554 0.101 0.664
C -1.231 3.937 1.375 -0.755 0.052 -0.456
C -0.972 2.653 0.530 -0.816 0.542 -0.680
C 0.263 2.867 -0.256 0.780 -1.294 1.163
C 1.496 2.931 0.207 0.055 0.253 -0.178
C 1.846 3.416 1.601 0.129 -0.125 0.220
C 1.194 2.566 2.729 0.238 0.208 0.442
C 0.427 -3.645 1.984 0.760 -0.118 0.256
H 0.137 3.280 4.539 -0.264 0.062 -0.467
H -1.760 4.372 3.412 0.292 -0.293 0.271
H -0.620 4.756 0.954 -0.274 -0.256 0.179
H -2.283 4.238 1.213 0.522 -0.100 0.062
H -0.911 1.700 1.108 0.024 0.828 -0.257
H -1.824 2.547 -0.164 0.129 0.001 0.437
H -0.628 -3.752 1.670 -0.205 -0.429 0.473
H 2.359 2.625 -0.371 0.011 0.328 -0.457
H 1.534 4.473 1.699 0.399 -0.492 0.064
H 2.943 3.336 1.715 -0.544 0.334 -0.097
H 0.883 1.587 2.330 0.269 0.279 0.117
H 1.985 2.381 3.480 -0.446 -0.088 -0.332
H 0.889 -2.702 1.523 1.096 -0.968 1.146
H 1.031 -4.544 1.745 -0.559 0.657 -0.299
H 0.457 -3.552 3.092 -0.201 0.469 -0.794
C -0.626 -0.532 2.685 -0.473 0.069 1.030
O 0.196 -0.666 1.530 -0.131 -1.142 -1.932
H 0.003 -0.532 3.619 -0.490 -0.054 -0.971
H -1.411 -1.333 2.807 0.564 0.388 -0.202
H -1.170 0.443 2.633 0.399 -0.705 0.084